{"formula": "C3H4FNO", "method": "wB97M-V/def2-TZVPD", "symbols": ["C", "C", "C", "N", "O", "F", "H", "H", "H", "H"], "coordinates": [[-0.94954, -0.23671, -0.22668], [-0.10586, -1.26135, -0.24703], [-0.44109, 1.00307, 0.35016], [1.42370, 0.23316, 0.57739], [1.15312, -1.05097, 0.26450], [2.08207, 0.78820, -0.55463], [-1.92972, -0.29410, -0.66371], [-0.26575, -2.26752, -0.59226], [-0.28357, 1.85926, -0.28636], [-0.68336, 1.22696, 1.37862]], "forces_ev_per_angstrom": [[0.008, -0.214, -0.178], [-0.215, 0.583, 0.036], [3.389, -1.494, 0.483], [-3.059, 2.157, 0.406], [0.260, -0.805, -0.338], [-0.088, -0.263, -0.300], [-0.209, -0.160, -0.043], [-0.006, -0.075, -0.068], [0.032, 0.176, -0.118], [-0.113, 0.095, 0.122]], "nbo_charge": [-0.37, 0.14, -0.22, 0.22, -0.35, -0.30, 0.24, 0.21, 0.22, 0.21], "largest_force_ha_per_bohr": 0.0732, "e_above_lowest_kcal_mol": 120.31, "homo_ev": -9.51, "homo_lumo_gap_ev": 10.20}

=====

{"formula": "C52H49LuN8O4P2S2", "method": "wB97M-V/def2-TZVPD", "symbols": ["Lu", "O", "S", "C", "C", "C", "C", "C", "C", "P", "C", "C", "C", "C", "C", "C", "C", "C", "C", "C", "C", "C", "C", "C", "C", "C", "C", "C", "P", "C", "C", "C", "C", "C", "C", "C", "C", "C", "C", "C", "C", "H", "H", "H", "H", "H", "H", "H", "H", "H", "H", "H", "H", "H", "H", "H", "H", "H", "H", "H", "H", "H", "H", "H", "H", "H", "H", "H", "H", "N", "C", "N", "N", "C", "N", "H", "H", "H", "H", "O", "S", "O", "N", "C", "O", "C", "C", "C", "C", "C", "C", "H", "H", "H", "H", "C", "C", "N", "C", "N", "C", "C", "C", "N", "C", "H", "H", "H", "H", "H", "H", "H", "H", "H", "H", "H", "H", "H"], "coordinates": [[-7.11367, -22.13621, 8.80959], [-9.25452, -22.53302, 9.19629], [-9.18574, -23.93483, 8.61322], [-9.59114, -25.17815, 9.84614], [-10.43589, -26.24983, 9.60705], [-10.66340, -27.12819, 10.64048], [-10.01443, -27.08039, 11.84196], [-9.16199, -26.00289, 12.04778], [-8.90376, -25.04480, 11.07785], [-7.43068, -24.00079, 11.30181], [-7.81705, -23.06961, 12.90067], [-6.86034, -22.49796, 13.71641], [-7.16267, -21.66965, 14.77952], [-8.47409, -21.43569, 15.10572], [-9.47275, -22.02676, 14.32608], [-9.13515, -22.73558, 13.20582], [-6.18159, -25.31177, 11.61627], [-4.99109, -25.17629, 12.36230], [-4.04275, -26.20633, 12.41712], [-4.23412, -27.40778, 11.78993], [-5.42003, -27.58796, 11.06565], [-6.33609, -26.56808, 10.97122], [-10.27214, -23.90650, 7.25121], [-11.59401, -24.26682, 7.23849], [-12.31208, -24.27988, 6.05333], [-11.67147, -23.83257, 4.89421], [-10.34902, -23.34691, 4.92087], [-9.61404, -23.41375, 6.10518], [-8.03388, -22.45330, 6.19140], [-8.62123, -20.92044, 5.38322], [-9.59378, -20.24309, 6.10378], [-10.10848, -19.05538, 5.57995], [-9.67665, -18.62591, 4.29821], [-8.72444, -19.32831, 3.58852], [-8.20780, -20.47925, 4.16108], [-6.82832, -23.10701, 5.02065], [-5.74028, -22.25791, 4.75730], [-4.70975, -22.66821, 3.88506], [-4.73452, -23.93824, 3.33983], [-5.79846, -24.78763, 3.58180], [-6.84792, -24.40215, 4.46007], [-10.84298, -26.40301, 8.63612], [-11.30159, -27.97045, 10.46835], [-10.16184, -27.84601, 12.63278], [-8.62930, -25.94508, 12.99153], [-5.80902, -22.72781, 13.55154], [-6.30146, -21.28332, 15.29872], [-8.79128, -20.91625, 15.99514], [-10.48834, -21.79234, 14.50245], [-9.93800, -23.16802, 12.60782], [-4.77663, -24.26517, 12.92158], [-3.20519, -26.00022, 12.98966], [-3.54612, -28.24960, 11.93406], [-5.64154, -28.55126, 10.66190], [-7.17034, -26.74250, 10.34973], [-11.99569, -24.49841, 8.18145], [-13.32902, -24.56945, 5.99912], [-12.28624, -23.69773, 4.03262], [-9.83352, -22.95430, 3.98878], [-9.88733, -20.64291, 7.10544], [-10.86907, -18.54539, 6.09523], [-10.03411, -17.69808, 3.88917], [-8.31650, -18.94336, 2.68809], [-7.56240, -21.05296, 3.51144], [-5.71971, -21.31272, 5.22946], [-3.82004, -22.03708, 3.72785], [-3.86367, -24.28296, 2.74828], [-5.88559, -25.76152, 3.11678], [-7.74176, -25.00139, 4.67359], [-3.12056, -17.84959, 8.88022], [-2.83107, -18.50093, 7.76372], [-1.75454, -18.07093, 7.09652], [-3.53355, -19.48753, 7.21887], [-4.35804, -20.19604, 7.91220], [-5.11645, -20.88791, 8.46930], [-2.47805, -17.19780, 9.29014], [-3.95231, -18.19426, 9.37251], [-1.14909, -17.39214, 7.51230], [-1.32046, -18.64126, 6.36350], [-7.20136, -27.51249, 6.14899], [-6.51818, -27.28871, 7.38209], [-6.67705, -28.17835, 8.49932], [-6.89730, -25.77134, 7.91881], [-5.87243, -25.00115, 7.84732], [-5.86031, -23.76888, 8.20197], [-4.64578, -25.62334, 7.18548], [-3.43927, -25.04984, 6.80629], [-2.41647, -25.84969, 6.30069], [-2.63806, -27.20540, 6.10346], [-3.82213, -27.81381, 6.43248], [-4.81237, -26.97376, 6.97690], [-3.27904, -23.94828, 6.87813], [-1.43054, -25.46610, 6.13778], [-1.84636, -27.77751, 5.69324], [-3.96091, -28.85721, 6.23756], [-6.84342, -16.21440, 7.93755], [-7.05996, -17.37164, 6.92954], [-7.14637, -18.67738, 7.63646], [-7.61430, -18.82334, 8.89758], [-7.89577, -20.01069, 9.35664], [-8.44860, -20.14262, 10.69967], [-8.05847, -19.02828, 11.59549], [-8.50769, -17.77945, 10.95482], [-7.87611, -17.68276, 9.59287], [-7.81077, -16.31002, 9.08855], [-7.00454, -15.29358, 7.41527], [-5.78027, -16.32615, 8.19705], [-6.21542, -17.47010, 6.23646], [-7.97397, -17.24414, 6.31509], [-7.15504, -19.48040, 7.02114], [-8.13178, -21.13224, 11.09352], [-9.53359, -20.30681, 10.53088], [-6.96667, -19.09435, 11.77404], [-8.53999, -19.13716, 12.57804], [-8.21122, -16.90614, 11.49269], [-9.58488, -17.73289, 10.86550], [-7.52051, -15.66537, 9.89138], [-8.81002, -15.97196, 8.71196]], "forces_ev_per_angstrom": [[0.882, -0.173, 0.716], [-0.751, 0.908, 0.988], [0.863, -1.261, -0.095], [0.046, 0.699, 0.416], [0.546, 0.923, 0.247], [-0.386, -1.475, -0.431], [0.153, 0.547, 1.001], [0.236, -0.227, 0.705], [-0.500, -0.344, -0.728], [0.372, 0.709, 0.698], [-0.166, -0.118, -0.622], [1.277, -0.506, -0.599], [0.472, -0.197, -0.104], [-0.875, -0.464, 0.266], [1.068, 1.048, -0.077], [-0.639, -1.404, -0.838], [1.058, -1.037, 0.157], [-0.549, 0.345, -0.375], [-1.473, 0.844, -0.453], [-0.606, -0.807, -0.114], [0.888, 0.137, 0.935], [0.134, 1.091, 0.317], [0.829, 0.101, -0.931], [0.098, -0.183, -0.256], [1.435, 0.701, -0.405], [0.364, 0.604, 0.709], [0.227, -0.317, -0.822], [-0.344, 0.134, -0.442], [-0.196, -0.157, -0.630], [-0.042, -0.883, 0.913], [-0.313, 0.815, 0.698], [0.896, -1.212, -1.343], [-0.145, 0.183, 1.002], [-0.289, 0.115, 1.411], [0.273, -0.104, -1.649], [0.813, -0.783, -0.328], [0.393, -1.465, -0.967], [-0.015, 0.692, 1.176], [0.651, -0.438, -0.465], [-1.471, -0.116, 0.962], [0.047, 0.965, -0.418], [-0.466, -0.133, -0.438], [-0.379, -0.288, -0.246], [0.061, 0.686, -0.753], [0.077, 0.061, -0.071], [-0.189, 0.215, -0.049], [-0.198, 0.255, 0.485], [0.259, 0.376, 0.067], [-0.924, -0.038, 0.375], [0.099, 0.207, 0.016], [-0.024, -0.269, -0.223], [1.645, 0.092, 1.015], [-0.169, 0.503, -0.202], [-0.115, -0.252, -0.483], [-0.867, -0.186, -0.443], [-0.927, -0.534, 0.868], [-0.792, -0.226, 0.154], [-0.013, -0.232, -0.734], [-0.971, -0.424, 1.233], [0.051, 0.550, -0.877], [-0.776, 0.749, 0.564], [-0.324, 0.201, -0.017], [0.038, 0.097, -0.829], [0.372, -0.173, 0.381], [0.266, 1.026, 0.314], [-0.679, -0.206, 0.047], [-0.804, 0.247, 0.249], [0.270, -0.007, 0.049], [0.683, -0.236, -0.263], [-1.575, -0.808, 0.723], [0.873, -0.019, -1.067], [0.588, -0.574, -0.782], [0.209, -0.098, 0.204], [-0.527, -0.171, 0.347], [0.047, 0.109, -0.281], [-0.112, 0.051, 0.250], [0.760, 0.659, 0.044], [0.106, 0.286, 0.067], [-0.674, 0.313, 0.519], [-0.488, -0.347, -0.300], [0.234, -0.091, 0.428], [-0.091, -0.196, -0.608], [-0.311, -0.472, 0.190], [1.122, 0.279, -1.187], [0.018, 0.262, 0.139], [0.332, 0.191, 0.232], [0.525, 1.486, 0.101], [-0.899, 0.005, 0.489], [0.259, 0.357, 0.178], [-1.211, 0.977, 0.336], [-0.099, -0.667, 0.001], [-0.202, -1.001, 0.206], [0.220, 0.388, -0.342], [0.607, -0.598, -0.287], [-0.282, -0.351, 0.077], [0.588, -1.509, -0.970], [-0.597, -0.451, 0.177], [0.555, 0.841, -0.460], [-1.044, 1.107, -0.316], [1.022, -0.561, -0.441], [-0.864, -1.892, -0.851], [0.156, -0.788, 1.481], [0.760, 0.459, -1.633], [-0.429, 0.269, 1.420], [-0.550, -0.776, -1.323], [0.172, 0.617, -0.249], [-0.328, 0.456, 0.505], [-0.163, 0.283, 0.159], [0.343, 0.088, 0.358], [-0.129, 0.060, 0.368], [0.054, 0.503, 0.115], [0.266, 0.491, 0.665], [-0.435, 0.390, -0.163], [0.113, -0.046, -0.214], [0.329, 0.609, 0.404], [-0.399, -0.141, -0.091], [0.151, 0.376, 0.526], [0.540, -0.303, 0.441]], "mulliken_charge": [2.47, -0.59, 2.50, 0.43, -0.81, -0.95, -0.86, 0.39, -1.75, 1.89, 0.34, -0.28, -0.98, -0.47, -0.89, -0.24, 1.16, -0.79, -0.94, -0.76, -0.87, -0.92, -0.32, -0.39, -1.11, -0.90, -0.12, -0.43, 2.05, 0.21, -0.04, -1.00, -0.67, -0.74, -0.31, 0.24, -0.97, -0.93, -0.53, -0.80, -0.49, 0.83, 0.41, 0.46, 0.47, 0.17, 0.46, 0.43, 0.45, 0.36, 0.15, 0.57, 0.40, 0.58, 0.53, 0.86, 0.51, 0.45, 0.36, 0.25, 0.59, 0.44, 0.51, 0.43, 0.75, 0.40, 0.40, 0.48, 0.32, -0.32, 0.59, -0.41, -0.67, 0.61, -0.74, 0.22, 0.15, 0.20, 0.26, -0.70, 1.05, -0.67, 0.08, 0.61, -1.01, -0.12, 0.25, -1.12, -0.45, -1.24, 0.51, 0.37, 0.50, 0.50, 0.56, -0.71, -0.62, 0.97, 0.03, 0.08, 0.68, -0.52, -0.92, 0.05, -0.51, 0.43, 0.20, 0.37, 0.24, -0.90, -0.96, 0.24, 0.21, 0.31, 0.52, 0.31, 0.41, 0.25], "largest_force_ha_per_bohr": 0.0437, "charge": 2, "e_above_lowest_kcal_mol": 27.72, "homo_ev": -12.66, "homo_lumo_gap_ev": 8.14}